Record 1
Here is a single C3H6FN molecule from OMol25. Energies are from ωB97M-V with the def2-TZVPD basis set.

Each line ends with the Mulliken charge.
Atoms and positions in Å:
N  1.057  -0.105  -1.177  -0.588
C  0.841  0.245  0.276  -0.273
C  -0.569  -0.254  0.374  -0.154
C  -1.822  0.143  0.507  -0.045
F  -2.041  1.293  1.268  -0.250
H  1.958  0.190  -1.436  0.212
H  1.156  -1.101  -1.617  0.205
H  0.975  1.460  0.246  0.210
H  1.799  0.050  0.950  0.242
H  -0.544  -1.363  0.347  0.204
H  -2.811  -0.558  0.261  0.237

Atoms 1-2, force components in eV/Å:
0.595 -1.785 -1.184
2.018 3.206 -1.288

Summary:
* E_LUMO: 1.05 eV
* Kohn-Sham gap: 10.4 eV
* SMILES string: NC/C=C\F
* multiplicity: 1
* ΔE to the lowest compared entry with this formula, charge and spin: 55.2 kcal/mol
* HOMO level: -9.329 eV
* total charge: 0

Record 2
Here is a molecular structure, C32H42NO5Tc from OMol25. Energies are from ωB97M-V with the def2-TZVPD basis set.

Each line ends with the Mulliken charge.
Atoms and positions in Å:
C  -3.016  -2.984  -2.583  2.533
C  -3.299  -1.454  -2.473  -1.996
C  -1.473  -3.199  -2.428  -1.942
C  -0.856  -1.881  -2.890  -0.223
H  -1.163  -4.042  -3.060  0.470
H  -1.267  -3.391  -1.356  0.271
C  -1.897  -0.838  -2.493  0.684
H  -3.828  -1.256  -1.524  0.359
H  -3.864  -1.072  -3.338  0.550
C  -1.419  -0.472  -1.077  -1.420
H  -1.825  0.027  -3.173  0.703
H  -0.652  -1.891  -3.965  0.567
C  0.436  -1.422  -2.162  1.238
C  -3.673  -3.831  -1.535  -0.339
C  -3.540  -3.689  -3.840  0.734
O  -2.776  -4.241  -4.614  -0.628
O  -4.246  -3.413  -0.542  -0.607
O  -3.556  -5.137  -1.828  -0.240
O  -4.875  -3.743  -4.050  -0.360
C  -5.889  -3.002  -3.299  -0.506
H  -5.542  -2.034  -2.925  0.279
H  -6.253  -3.626  -2.476  0.182
H  -6.684  -2.854  -4.030  0.319
C  -4.160  -6.000  -0.860  -0.755
H  -3.654  -5.898  0.112  0.298
H  -4.037  -7.005  -1.268  0.252
H  -5.223  -5.741  -0.749  0.309
O  0.006  -0.622  -1.080  0.131
H  -1.823  -1.130  -0.264  0.072
H  -1.715  0.558  -0.775  -0.270
C  1.304  -0.503  -3.047  -1.412
C  1.245  -2.593  -1.552  -1.710
H  1.171  -3.447  -2.233  0.368
H  0.834  -2.831  -0.556  0.246
H  2.291  -2.290  -1.443  0.422
H  2.084  -0.014  -2.452  0.137
H  0.632  0.223  -3.512  0.386
H  1.809  -1.071  -3.848  0.388
Tc  0.292  2.371  1.514  -0.698
C  0.465  4.349  0.719  -0.484
C  0.216  3.483  -0.407  -1.295
C  -1.053  2.851  -0.201  0.308
H  0.857  3.310  -1.266  0.401
C  -1.599  3.336  1.022  -1.468
C  -0.663  4.261  1.604  -0.268
H  -0.818  4.829  2.506  0.455
H  1.327  4.989  0.855  0.618
H  -1.554  2.210  -0.921  1.193
H  -2.581  3.085  1.408  0.517
C  0.979  0.301  3.090  -0.391
C  0.340  1.559  3.464  -0.596
C  -1.028  1.491  2.958  -0.948
H  0.672  2.273  4.211  0.633
C  -1.197  0.178  2.365  -0.356
C  0.017  -0.534  2.467  -0.917
H  0.147  -1.575  2.191  0.404
H  2.006  0.026  3.325  0.242
H  -1.829  2.129  3.302  0.782
H  -2.156  -0.253  2.061  0.520
C  3.940  1.958  4.250  -0.732
N  3.846  3.284  3.720  0.285
C  4.686  4.311  4.269  -0.958
C  3.112  3.523  2.528  -0.870
C  3.416  2.548  1.424  1.093
C  4.737  2.371  1.004  -0.402
C  5.042  1.367  0.084  -0.925
C  4.009  0.581  -0.434  -0.353
C  2.687  0.745  0.029  0.436
C  2.371  1.808  0.867  -0.085
H  4.357  2.011  5.268  0.378
H  4.590  1.313  3.629  0.227
H  2.944  1.490  4.272  0.080
H  5.706  4.289  3.827  0.288
H  4.245  5.298  4.052  0.294
H  4.787  4.164  5.360  0.318
H  2.019  3.444  2.772  -0.053
H  3.326  4.556  2.210  0.512
H  5.515  3.009  1.437  0.326
H  6.080  1.205  -0.198  0.354
H  4.236  -0.175  -1.188  0.391
H  1.899  0.046  -0.261  0.250

Atoms 1-2, force components in eV/Å:
-0.273 -0.683 -0.162
0.489 -0.410 -0.336

Summary:
* E_LUMO (alpha / beta): 2.20 / 2.20 eV
* Kohn-Sham gap (alpha / beta): 3.8 / 5.3 eV
* multiplicity: 4
* ΔE to the lowest compared entry with this formula, charge and spin: 0.0 kcal/mol
* HOMO level (alpha / beta): -1.633 / -3.110 eV
* total charge: -1

Record 3
Here is a gas-phase ion, C2H8NS2 (charge +1) from OMol25. Energies are from ωB97M-V with the def2-TZVPD basis set.

Each line ends with the Mulliken charge.
Atoms and positions in Å:
N  1.551  -0.128  -0.891  -0.318
C  0.213  -0.589  -0.290  -0.473
C  -0.736  0.583  -0.246  -0.807
S  -2.332  0.102  0.500  0.012
S  -1.733  -0.561  2.393  -0.207
H  1.435  -0.056  -1.900  0.366
H  1.760  0.810  -0.545  0.347
H  2.355  -0.713  -0.636  0.349
H  -0.156  -1.406  -0.906  0.311
H  0.451  -0.985  0.693  0.424
H  -1.078  0.823  -1.260  0.368
H  -0.303  1.451  0.256  0.429
H  -1.426  0.668  2.833  0.199

Atoms 1-2, force components in eV/Å:
-0.368 0.145 0.282
0.522 -0.144 0.091

Summary:
* E_LUMO: -3.96 eV
* Kohn-Sham gap: 8.9 eV
* SMILES string: [NH3+]CCSS
* multiplicity: 1
* ΔE to the lowest compared entry with this formula, charge and spin: 0.0 kcal/mol
* HOMO level: -12.810 eV
* total charge: +1

Record 4
Here is a gas-phase ion, C6H8N3OS (charge +1) from OMol25. Energies are from ωB97M-V with the def2-TZVPD basis set.

Each line ends with the Mulliken charge.
Atoms and positions in Å:
C  -3.253  -0.608  -0.864  -0.976
S  -1.747  -0.238  -1.691  0.104
N  -0.486  -0.191  -0.499  0.025
C  -0.659  -0.558  0.788  0.015
N  0.285  -0.540  1.717  -0.139
C  1.435  0.351  1.636  -0.345
C  1.814  0.660  0.193  0.302
N  2.967  0.999  -0.336  -0.597
C  2.784  0.817  -1.634  -0.139
O  1.560  0.452  -1.909  -0.344
C  0.900  0.327  -0.795  0.245
H  -3.459  -1.626  -0.397  0.354
H  -4.084  -0.395  -1.589  0.340
H  -3.397  0.138  -0.114  0.393
H  -1.723  -0.810  1.039  0.384
H  0.238  -1.054  2.557  0.247
H  2.245  -0.092  2.267  0.383
H  1.198  1.354  2.047  0.265
H  3.383  1.012  -2.417  0.484

Atoms 1-2, force components in eV/Å:
-1.412 -0.944 0.850
0.469 0.036 -1.827

Summary:
* E_LUMO: -4.08 eV
* Kohn-Sham gap: 8.5 eV
* SMILES string: CSN1C=[NH+]Cc2ncoc21
* multiplicity: 1
* ΔE to the lowest compared entry with this formula, charge and spin: 32.1 kcal/mol
* HOMO level: -12.571 eV
* total charge: +1

Record 5
Here is a molecular structure, C18H14F7N2O9RhS2 from OMol25. Energies are from ωB97M-V with the def2-TZVPD basis set.

Each line ends with the Mulliken charge.
Atoms and positions in Å:
Rh  -0.025  -0.018  -0.257  1.405
C  3.017  6.882  -0.891  -1.364
C  1.943  6.771  0.191  -0.289
C  2.323  7.460  1.495  -1.062
C  3.536  6.784  2.122  -1.133
C  3.315  5.297  2.234  1.056
C  4.027  4.549  3.145  -0.684
C  3.808  3.179  3.254  -0.016
F  4.545  2.487  4.134  -0.353
C  2.866  2.537  2.501  -1.017
C  2.130  3.275  1.566  0.519
C  1.108  2.590  0.775  1.885
O  0.867  1.383  1.058  -1.082
C  0.461  3.385  -0.201  -0.105
C  0.766  4.715  -0.306  -0.157
N  1.654  5.352  0.460  0.121
C  2.367  4.651  1.416  -0.414
C  -0.587  2.875  -1.184  -0.047
O  -1.107  3.689  -1.926  -0.728
O  -0.835  1.618  -1.192  -0.482
H  3.257  7.930  -1.074  0.380
H  2.656  6.442  -1.820  0.393
H  3.925  6.356  -0.596  0.377
H  1.020  7.213  -0.186  0.508
H  1.478  7.401  2.185  0.363
H  2.524  8.514  1.305  0.434
H  3.730  7.194  3.113  0.479
H  4.427  6.979  1.519  0.348
H  4.762  5.022  3.785  0.533
H  2.684  1.477  2.606  0.644
H  0.237  5.297  -1.051  0.618
F  -4.558  -3.418  -1.033  -0.210
C  -3.644  -2.561  -1.469  0.641
F  -4.082  -1.316  -1.286  -0.216
F  -3.431  -2.763  -2.763  -0.200
S  -2.056  -2.782  -0.531  0.833
O  -1.248  -1.674  -1.027  -0.648
O  -1.603  -4.097  -0.811  -0.579
N  -2.559  -2.601  0.949  -0.503
S  -2.073  -1.500  1.943  1.168
O  -0.776  -0.916  1.595  -0.630
O  -2.230  -1.897  3.295  -0.631
C  -3.271  -0.084  1.699  0.681
F  -4.501  -0.532  1.505  -0.230
F  -3.263  0.713  2.760  -0.229
F  -2.887  0.623  0.628  -0.176
C  3.342  -0.899  -2.378  -1.173
C  2.163  -0.532  -1.526  1.314
O  1.662  0.629  -1.587  -0.635
O  1.658  -1.375  -0.734  -0.698
H  3.417  -0.210  -3.216  0.331
H  3.228  -1.923  -2.727  0.352
H  4.250  -0.836  -1.779  0.308

Atoms 1-2, force components in eV/Å:
2.869 2.296 0.219
-0.137 -0.062 0.095

Summary:
* E_LUMO (alpha / beta): -2.16 / -2.13 eV
* Kohn-Sham gap (alpha / beta): 7.2 / 7.3 eV
* multiplicity: 1
* ΔE to the lowest compared entry with this formula, charge and spin: 0.0 kcal/mol
* HOMO level (alpha / beta): -9.408 / -9.401 eV
* total charge: 0

Record 6
Here is 9 unconnected molecules or ions with the total composition C49H88BNO30Si2 from OMol25. Energies are from ωB97M-V with the def2-TZVPD basis set.

Each line ends with the Mulliken charge.
Atoms and positions in Å:
H  1.423  -6.733  1.768  0.223
N  1.384  -5.723  1.884  -0.344
C  0.184  -5.329  1.943  -0.798
C  -0.189  -3.888  2.122  -0.367
Si  0.420  -2.821  0.687  -0.024
C  -0.055  -3.735  -0.884  -0.851
C  -0.039  -2.967  -2.213  0.125
C  1.330  -2.401  -2.605  -0.748
O  1.461  -1.000  -2.373  -0.235
C  -0.314  -1.096  0.728  0.526
C  -1.770  -0.934  1.224  1.300
C  -2.289  0.453  0.829  -1.741
C  -2.724  -1.995  0.662  -1.245
O  2.078  -2.728  0.685  0.011
Si  3.113  -1.892  1.699  -0.833
C  3.492  -0.212  0.931  -0.810
C  2.977  1.067  1.610  -0.223
C  2.777  2.182  0.590  -0.321
C  2.533  3.584  1.147  -0.458
O  3.661  4.439  0.938  -0.583
C  2.514  -1.705  3.465  -0.300
C  3.672  -1.032  4.250  -0.953
C  4.412  -2.002  5.173  0.145
C  5.320  -1.300  6.189  -0.300
O  5.220  -1.819  7.512  -0.537
B  4.831  -2.998  1.820  0.173
O  4.728  -4.300  2.226  -0.563
O  6.111  -2.478  1.600  -0.610
H  -0.656  -6.031  1.859  0.384
H  0.220  -3.544  3.077  0.392
H  -1.276  -3.820  2.183  0.346
H  -1.031  -4.210  -0.729  0.424
H  0.676  -4.553  -0.959  0.571
H  -0.762  -2.143  -2.206  -0.492
H  -0.366  -3.639  -3.015  0.602
H  1.497  -2.537  -3.675  0.476
H  2.122  -2.946  -2.077  0.232
H  1.675  -0.864  -1.440  -0.018
H  -0.265  -0.687  -0.292  -0.001
H  0.325  -0.434  1.322  -0.349
H  -1.773  -0.967  2.320  0.393
H  -2.282  0.532  -0.265  0.055
H  -1.654  1.258  1.204  0.453
H  -3.327  0.571  1.150  0.297
H  -2.825  -2.865  1.312  0.287
H  -3.731  -1.581  0.562  0.556
H  -2.409  -2.324  -0.333  -0.101
H  3.131  -0.236  -0.104  0.311
H  4.582  -0.128  0.850  0.811
H  3.678  1.389  2.388  0.402
H  2.020  0.896  2.112  0.225
H  1.925  1.899  -0.041  0.013
H  3.658  2.247  -0.056  0.457
H  2.283  3.563  2.214  0.404
H  1.709  4.024  0.587  -0.100
H  4.165  4.514  1.759  0.322
H  2.338  -2.699  3.889  0.734
H  1.598  -1.118  3.571  0.473
H  3.271  -0.216  4.857  0.485
H  4.410  -0.595  3.563  0.203
H  5.014  -2.694  4.575  -0.587
H  3.689  -2.630  5.710  0.394
H  5.123  -0.220  6.193  0.321
H  6.368  -1.434  5.911  0.189
H  4.303  -2.062  7.684  0.326
H  5.405  -4.860  1.819  0.278
H  6.348  -2.333  0.677  0.294
C  1.037  6.711  -3.431  -1.587
C  0.034  5.667  -3.024  0.764
C  -1.318  6.205  -2.592  -0.510
O  -1.754  5.215  -1.649  -0.315
C  -0.664  4.579  -1.170  0.487
O  -0.675  3.744  -0.321  -0.444
O  0.441  4.962  -1.835  -0.243
H  1.963  6.243  -3.762  0.355
H  0.640  7.304  -4.255  0.378
H  1.267  7.369  -2.591  0.388
H  -0.078  4.913  -3.807  0.083
H  -2.046  6.280  -3.395  0.342
H  -1.222  7.167  -2.083  0.267
C  7.064  -5.030  4.664  -1.231
C  7.905  -6.275  4.600  0.460
C  7.390  -7.365  3.676  -0.401
O  7.853  -8.557  4.313  -0.353
C  8.014  -8.296  5.635  0.584
O  8.217  -9.117  6.466  -0.524
O  7.907  -6.967  5.863  -0.369
H  7.517  -4.288  5.321  0.344
H  6.960  -4.591  3.672  0.221
H  6.071  -5.264  5.050  0.358
H  8.946  -6.036  4.361  0.273
H  7.788  -7.317  2.666  0.298
H  6.297  -7.381  3.648  0.305
C  -5.559  4.411  1.225  -1.314
C  -6.181  3.505  2.250  0.506
C  -5.587  3.583  3.645  -0.507
O  -5.778  2.251  4.134  -0.346
C  -5.838  1.416  3.071  0.656
O  -5.803  0.231  3.134  -0.538
O  -5.936  2.123  1.925  -0.274
H  -6.065  4.318  0.265  0.285
H  -5.633  5.449  1.554  0.395
H  -4.510  4.156  1.085  0.306
H  -7.266  3.640  2.290  0.236
H  -6.087  4.287  4.303  0.307
H  -4.516  3.796  3.614  0.304
C  -0.590  0.588  -4.955  -1.108
C  0.705  1.112  -5.511  0.553
C  1.848  1.137  -4.511  -0.068
O  2.606  2.278  -4.935  -0.398
C  1.776  3.116  -5.593  0.594
O  2.044  4.239  -5.882  -0.571
O  0.594  2.514  -5.843  -0.358
H  -1.366  0.572  -5.720  0.468
H  -0.456  -0.425  -4.572  0.180
H  -0.933  1.229  -4.145  0.074
H  1.003  0.592  -6.426  0.243
H  2.476  0.251  -4.525  0.160
H  1.489  1.319  -3.496  0.161
C  -6.482  -1.091  -2.992  -1.715
C  -5.162  -0.660  -3.567  0.813
C  -3.987  -0.705  -2.608  -0.256
O  -3.153  0.358  -3.094  0.060
C  -3.935  1.242  -3.747  0.279
O  -3.581  2.314  -4.127  -0.483
O  -5.176  0.743  -3.916  -0.354
H  -7.259  -1.060  -3.754  0.308
H  -6.409  -2.114  -2.622  0.370
H  -6.777  -0.434  -2.173  0.446
H  -4.942  -1.216  -4.481  0.209
H  -3.432  -1.639  -2.625  0.354
H  -4.288  -0.470  -1.584  -0.041
C  -7.418  -0.821  -7.428  -1.386
C  -6.816  -2.201  -7.438  0.491
C  -7.737  -3.325  -7.883  -0.503
O  -7.249  -4.444  -7.131  -0.353
C  -6.643  -3.975  -6.019  0.555
O  -6.287  -4.636  -5.099  -0.526
O  -6.499  -2.632  -6.097  -0.131
H  -6.685  -0.074  -7.127  0.296
H  -7.777  -0.565  -8.426  0.397
H  -8.256  -0.780  -6.731  0.337
H  -5.885  -2.219  -8.011  0.222
H  -7.684  -3.550  -8.944  0.321
H  -8.773  -3.134  -7.593  0.309
C  -6.305  4.034  -4.082  -1.344
C  -7.154  4.997  -4.865  0.527
C  -8.399  5.512  -4.167  -0.494
O  -9.304  5.724  -5.255  -0.347
C  -8.940  4.903  -6.271  0.635
O  -9.589  4.703  -7.245  -0.534
O  -7.738  4.344  -6.012  -0.335
H  -5.416  3.742  -4.637  0.295
H  -5.983  4.494  -3.146  0.379
H  -6.873  3.130  -3.857  0.291
H  -6.557  5.834  -5.240  0.287
H  -8.255  6.445  -3.629  0.306
H  -8.825  4.759  -3.499  0.316
C  7.635  0.208  8.995  -1.345
C  8.260  0.767  7.747  0.666
C  9.659  1.338  7.893  -0.386
O  9.680  2.365  6.897  -0.335
C  8.405  2.767  6.676  0.644
O  8.095  3.719  6.038  -0.540
O  7.539  1.927  7.286  -0.362
H  6.653  -0.205  8.769  0.232
H  8.258  -0.590  9.400  0.364
H  7.521  0.988  9.749  0.381
H  8.234  0.031  6.938  0.085
H  10.454  0.625  7.695  0.312
H  9.805  1.796  8.875  0.285

Atoms 1-2, force components in eV/Å:
0.016 -0.018 -0.003
0.158 0.018 0.062

Summary:
* E_LUMO: 0.00 eV
* Kohn-Sham gap: 9.4 eV
* SMILES string: [H]/N=C/C[Si@@](CCCO)(CC(C)C)O[Si](CCCCO)(CCCCO)B(O)O.C[C@@H]1COC(=O)O1.C[C@@H]1COC(=O)O1.C[C@@H]1COC(=O)O1.C[C@@H]1COC(=O)O1.C[C@@H]1COC(=O)O1.C[C@@H]1COC(=O)O1.C[C@@H]1COC(=O)O1.C[C@@H]1COC(=O)O1
* multiplicity: 1
* ΔE to the lowest compared entry with this formula, charge and spin: 0.0 kcal/mol
* HOMO level: -9.363 eV
* total charge: 0

no.,F_max (eV/A)
1,4.001
2,2.297
3,0.902
4,4.388
5,3.681
6,0.688